# C4H11NO2

One molecule with the formula C4H11NO2 in a non-equilibrium geometry (ωB97M-V/def2-TZVPD, the OMol25 dataset).

The gap between HOMO and LUMO comes out at 9.52 eV. As for the relative energy (zero: lowest compared OMol25 entry of this formula, charge and spin): 216.2 kJ/mol. The calculation puts the HOMO energy at -8.83 eV. For the calculated total energy, the calculation gives -9910.001 eV. The LUMO energy comes out at 0.0252 Eh. As for the SMILES: CNC(CO)CO. As for the spin multiplicity: 1.

Cartesian coordinates (Å):
C1 -2.17 -0.33 -0.30
N1 -1.07 0.22 -1.10
C2 0.26 0.31 -0.50
C3 0.87 -1.05 -0.14
O1 2.04 -0.76 0.72
C4 0.33 1.32 0.65
O2 1.59 2.03 0.69
H1 -2.53 -1.32 -0.61
H2 -1.72 -0.59 0.67
H3 -2.95 0.41 -0.14
H4 -1.01 -0.14 -2.03
H5 0.84 0.59 -1.38
H6 0.20 -1.70 0.42
H7 1.33 -1.61 -0.95
H8 2.03 -1.52 1.30
H9 -0.38 2.14 0.56
H10 0.15 0.72 1.55
H11 2.18 1.27 0.58

---

# C4H11NO2

A 2-piece molecular cluster, C4H11NO2 overall in a non-equilibrium geometry (ωB97M-V/def2-TZVPD, the OMol25 dataset).

The gap between HOMO and LUMO comes out at 9.67 eV. As for the relative energy (zero: lowest compared OMol25 entry of this formula, charge and spin): 116.5 kJ/mol. The calculation puts the HOMO energy at -9.30 eV. For the calculated total energy, the calculation gives -9911.034 eV. The LUMO energy comes out at 0.0137 Eh. As for the SMILES: CC(=O)N(C)C.O. As for the spin multiplicity: 1.

Cartesian coordinates (Å):
C1 0.00 0.00 0.00
C2 -0.12 1.04 1.10
O1 -0.88 0.78 1.99
N1 0.72 2.06 1.04
C3 1.68 2.30 -0.01
C4 1.06 2.88 2.25
H1 -0.90 -0.63 0.08
H2 0.89 -0.63 0.18
H3 0.06 0.40 -1.02
H4 1.03 2.68 -0.82
H5 2.18 1.38 -0.35
H6 2.45 3.06 0.20
H7 0.80 2.46 3.23
H8 0.52 3.83 2.12
H9 2.15 3.09 2.24
O2 6.86 3.41 0.22
H10 6.97 2.70 -0.45
H11 6.32 2.99 0.93

---

# C4H11NO2

A 3-piece molecular cluster, C4H11NO2 overall in a non-equilibrium geometry (ωB97M-V/def2-TZVPD, the OMol25 dataset).

The gap between HOMO and LUMO comes out at 8.67 eV. As for the relative energy (zero: lowest compared OMol25 entry of this formula, charge and spin): 345.5 kJ/mol. The calculation puts the HOMO energy at -9.18 eV. For the calculated total energy, the calculation gives -9908.661 eV. The LUMO energy comes out at -0.0186 Eh. As for the SMILES: C=NC(=C)C.O.O. As for the spin multiplicity: 1.

Cartesian coordinates (Å):
C1 1.60 -0.24 0.80
N1 0.79 -0.68 -0.08
C2 -0.19 -1.70 0.18
C3 -0.05 -2.56 1.20
C4 -1.49 -1.47 -0.54
H1 1.72 0.83 0.94
H2 2.11 -0.86 1.54
H3 0.37 -2.20 2.14
H4 -0.72 -3.39 1.30
H5 -1.99 -0.62 -0.07
H6 -1.46 -1.29 -1.62
H7 -2.04 -2.39 -0.34
O1 0.14 1.59 -1.73
H8 0.78 1.35 -2.42
H9 0.20 0.70 -1.32
O2 -0.57 3.72 0.49
H10 -0.31 2.87 0.93
H11 -0.23 3.42 -0.38

---

# C4H11NO2

A 2-piece molecular cluster, C4H11NO2 overall in a non-equilibrium geometry (ωB97M-V/def2-TZVPD, the OMol25 dataset).

The gap between HOMO and LUMO comes out at 10.20 eV. As for the relative energy (zero: lowest compared OMol25 entry of this formula, charge and spin): 98.2 kJ/mol. The calculation puts the HOMO energy at -9.58 eV. For the calculated total energy, the calculation gives -9911.224 eV. The LUMO energy comes out at 0.0228 Eh. As for the SMILES: CCC(=O)NC.O. As for the spin multiplicity: 1.

Cartesian coordinates (Å):
C1 -0.57 1.53 0.35
C2 -0.01 0.36 1.22
C3 1.19 -0.19 0.49
O1 2.32 -0.16 0.90
N1 0.82 -0.93 -0.66
C4 1.95 -1.23 -1.54
H1 -1.44 2.05 0.75
H2 0.28 2.23 0.30
H3 -0.79 1.14 -0.64
H4 -0.88 -0.29 1.37
H5 0.33 0.74 2.18
H6 0.21 -1.72 -0.48
H7 2.51 -0.31 -1.74
H8 1.60 -1.59 -2.50
H9 2.67 -1.92 -1.12
O2 -4.45 0.41 -0.50
H10 -4.39 0.12 0.41
H11 -4.35 1.35 -0.66

---

# C4H11NO2

A 2-piece molecular cluster, C4H11NO2 overall in a non-equilibrium geometry (ωB97M-V/def2-TZVPD, the OMol25 dataset).

The gap between HOMO and LUMO comes out at 9.45 eV. As for the relative energy (zero: lowest compared OMol25 entry of this formula, charge and spin): 280.7 kJ/mol. The calculation puts the HOMO energy at -8.70 eV. For the calculated total energy, the calculation gives -9909.332 eV. The LUMO energy comes out at 0.0277 Eh. As for the SMILES: CCNCC=O.O. As for the spin multiplicity: 1.

Cartesian coordinates (Å):
C1 2.06 -0.24 -1.80
C2 1.71 0.48 -0.48
N1 0.36 1.06 -0.66
C3 -0.90 0.27 -0.19
C4 -0.93 -1.07 -0.86
O1 -0.58 -1.30 -1.99
H1 1.36 -0.91 -2.33
H2 2.33 0.62 -2.50
H3 2.91 -0.89 -1.70
H4 1.65 -0.25 0.30
H5 2.55 1.11 -0.14
H6 0.24 1.06 -1.69
H7 -1.76 0.87 -0.47
H8 -0.75 0.11 0.97
H9 -1.74 -1.72 -0.32
O2 -2.68 0.08 4.38
H10 -3.60 0.11 4.43
H11 -2.23 0.61 5.04

---

# C4H11NO2

A 2-piece molecular cluster, C4H11NO2 overall in a non-equilibrium geometry (ωB97M-V/def2-TZVPD, the OMol25 dataset).

The gap between HOMO and LUMO comes out at 10.29 eV. As for the relative energy (zero: lowest compared OMol25 entry of this formula, charge and spin): 319.9 kJ/mol. The calculation puts the HOMO energy at -9.52 eV. For the calculated total energy, the calculation gives -9908.926 eV. The LUMO energy comes out at 0.0281 Eh. As for the SMILES: CNC(C)=O.CO. As for the spin multiplicity: 1.

Cartesian coordinates (Å):
C1 3.22 -1.11 0.05
N1 2.58 0.29 -0.20
C2 1.26 0.35 0.03
C3 0.70 1.64 0.05
O1 0.61 -0.72 0.14
H1 2.33 -1.94 0.09
H2 3.97 -1.15 -0.68
H3 3.61 -1.13 1.10
H4 3.00 1.26 0.08
H5 1.43 2.29 -0.41
H6 0.37 2.19 0.90
H7 -0.26 1.49 -0.46
C4 -4.25 -0.18 0.39
O2 -3.35 -0.31 -0.63
H8 -5.17 -0.11 -0.26
H9 -4.27 -0.91 1.28
H10 -4.13 0.98 0.86
H11 -2.54 -0.95 -0.30

---

# C4H11NO2

A 3-piece molecular cluster, C4H11NO2 overall in a non-equilibrium geometry (ωB97M-V/def2-TZVPD, the OMol25 dataset).

The gap between HOMO and LUMO comes out at 5.54 eV. As for the relative energy (zero: lowest compared OMol25 entry of this formula, charge and spin): 872.1 kJ/mol. The calculation puts the HOMO energy at -9.08 eV. For the calculated total energy, the calculation gives -9903.203 eV. The LUMO energy comes out at -0.1300 Eh. As for the spin multiplicity: 1.

Cartesian coordinates (Å):
C1 0.01 1.27 -1.14
O1 0.82 1.31 -0.03
C2 -0.61 2.65 -1.26
H1 -0.78 0.46 -1.17
H2 0.57 0.91 -2.01
H3 -1.12 2.82 -0.30
H4 -1.33 2.74 -2.08
H5 0.14 3.43 -1.37
O2 -1.33 -1.78 1.69
C3 -0.62 -0.84 1.43
C4 0.83 -0.85 1.13
N1 0.75 -2.10 -0.93
H6 -1.07 0.12 1.08
H7 1.30 -0.35 2.02
H8 1.08 -1.81 0.74
H9 1.56 -1.82 -1.49
H10 0.06 -2.16 -1.69
H11 0.94 -0.07 0.22

---

# C4H11NO2

A 2-piece molecular cluster, C4H11NO2 overall (ωB97M-V/def2-TZVPD, the OMol25 dataset).

The gap between HOMO and LUMO comes out at 9.95 eV. As for the relative energy (zero: lowest compared OMol25 entry of this formula, charge and spin): 50.9 kJ/mol. The calculation puts the HOMO energy at -9.54 eV. For the calculated total energy, the calculation gives -9911.714 eV. The LUMO energy comes out at 0.0152 Eh. As for the SMILES: CCCNC=O.O. As for the spin multiplicity: 1.

Cartesian coordinates (Å):
C1 0.81 -0.14 -2.33
C2 -0.61 0.15 -1.83
C3 -0.66 0.55 -0.34
N1 0.37 -0.09 0.48
C4 0.42 -1.41 0.74
O1 -0.26 -2.27 0.22
H1 0.73 -0.32 -3.41
H2 1.22 -1.06 -1.93
H3 1.48 0.68 -2.11
H4 -1.24 -0.72 -1.97
H5 -0.98 1.00 -2.40
H6 -1.63 0.29 0.09
H7 -0.52 1.62 -0.24
H8 0.75 0.52 1.19
H9 1.19 -1.68 1.48
O2 -0.09 2.38 2.56
H10 -0.42 3.29 2.58
H11 -0.40 2.00 3.40

---

# C4H11NO2

A 2-piece molecular cluster, C4H11NO2 overall in a non-equilibrium geometry (ωB97M-V/def2-TZVPD, the OMol25 dataset).

The gap between HOMO and LUMO (spin up / spin down) comes out at 10.62 / 5.47 eV. As for the net charge: +1. As for the relative energy (zero: lowest compared OMol25 entry of this formula, charge and spin): 83.6 kJ/mol. The calculation puts the HOMO energy (spin up / spin down) at -14.68 / -14.68 eV. For the calculated total energy, the calculation gives -9902.129 eV. As for the expectation value of S²: 0.769. The LUMO energy (spin up / spin down) comes out at -0.1493 / -0.3385 Eh. As for the spin multiplicity: 2.

Cartesian coordinates (Å):
C1 -0.88 1.76 -0.24
N1 -0.63 0.92 -1.34
C2 -0.81 -1.31 -0.40
C3 0.00 -0.37 -1.27
C4 1.47 -0.20 -0.75
O1 -0.53 1.45 0.86
H1 -1.37 2.71 -0.49
H2 -0.62 1.34 -2.27
H3 -0.61 -1.25 0.67
H4 -0.57 -2.36 -0.57
H5 -1.88 -1.20 -0.50
H6 0.05 -0.72 -2.30
H7 2.07 0.20 -1.56
H8 1.43 0.43 0.13
H9 1.91 -1.19 -0.60
H10 0.44 -1.22 3.45
H11 1.25 -0.68 2.29
O2 0.83 -1.49 2.61

---

# C4H11NO2S

A 2-piece molecular cluster, C4H11NO2S overall in a non-equilibrium geometry (ωB97M-V/def2-TZVPD, the OMol25 dataset).

The gap between HOMO and LUMO (spin up / spin down) comes out at 2.56 / 9.22 eV. As for the net charge: -1. As for the relative energy (zero: lowest compared OMol25 entry of this formula, charge and spin): 106.0 kJ/mol. The calculation puts the HOMO energy (spin up / spin down) at 0.76 / -5.66 eV. For the calculated total energy, the calculation gives -20744.979 eV. As for the expectation value of S²: 0.751. The LUMO energy (spin up / spin down) comes out at 0.1222 / 0.1310 Eh. As for the spin multiplicity: 2.

Cartesian coordinates (Å):
C1 -0.46 -0.33 -0.50
C2 -1.09 0.93 -1.07
S1 -1.36 0.46 -2.96
C3 -0.14 -0.13 0.96
N1 0.08 -1.34 1.73
C4 0.71 -2.52 1.01
O1 -0.01 0.94 1.57
H1 -1.08 -1.24 -0.62
H2 0.54 -0.81 -1.04
H3 -2.13 1.21 -0.71
H4 -0.43 1.71 -1.00
H5 -0.14 0.77 -3.41
H6 0.52 -1.18 2.55
H7 1.84 -2.41 0.98
H8 0.48 -3.45 1.53
H9 0.45 -2.62 -0.05
H10 1.40 3.47 -0.13
H11 0.17 2.82 0.72
O2 0.65 3.71 0.43